{
  "formula": "C4H10N2O",
  "method": "wB97M-V/def2-TZVPD",
  "symbols": ["C", "N", "C", "O", "N", "C", "C", "H", "H", "H", "H", "H", "H", "H", "H", "H", "H"],
  "positions_angstrom": [[1.634, 0.161, 0.541], [1.293, -0.312, -1.414], [-0.016, -0.343, -1.364], [-0.933, -0.572, -2.142], [-0.301, 0.007, 0.052], [-0.986, -1.069, 0.755], [-1.003, 1.279, 0.156], [1.266, 0.886, 1.277], [1.730, -0.832, 0.968], [2.584, 0.515, 0.150], [1.729, -0.495, -2.316], [-1.118, -0.797, 1.808], [-0.382, -1.978, 0.684], [-1.968, -1.258, 0.303], [-0.415, 2.045, -0.358], [-1.993, 1.212, -0.312], [-1.120, 1.551, 1.212]],
  "lowdin_charge": [0.08, 0.10, -0.65, 0.03, -0.28, -0.05, -0.06, 0.05, 0.06, 0.04, 0.09, 0.09, 0.10, 0.10, 0.10, 0.10, 0.09],
  "total_energy_ev": -9334.5781,
  "total_charge": 0,
  "multiplicity": 1,
  "relative_energy_kj_mol": 425.4
}